Computed, not measured: a structure of composition C35H35AsNO2PdSSi, with ωB97M-V with the def2-TZVPD basis set.

CARTESIAN COORDINATES (ANGSTROEM)
Pd  0.3684  0.1477  0.0535
As  2.3322  -1.4388  0.3318
S  2.0502  1.5215  -1.0324
Si  0.4102  2.1089  2.4386
O  -0.2536  -0.1126  -2.0538
O  -1.8942  -0.6743  0.1096
N  0.3064  0.4072  2.2037
C  -2.2266  -3.1587  -2.4997
C  2.4117  -2.3266  3.1087
C  3.2434  -4.2526  0.4614
C  4.2752  -0.4525  3.9279
C  3.7200  -1.3225  4.8535
C  2.9553  -1.4471  2.1772
C  -0.1687  2.8192  4.0989
C  5.0874  -1.1245  -0.5230
C  -0.7595  -1.1873  -2.5108
C  2.7913  -2.2644  4.4409
C  -0.6688  2.9868  1.1512
C  3.6104  0.7559  -0.9723
C  -1.2050  -1.4720  5.0250
C  -1.7322  -2.0095  -1.8482
C  2.1930  2.7118  2.3259
C  2.8953  -5.8172  -1.3337
C  -0.8429  -2.7575  -4.3970
C  2.2341  -4.8368  -2.0623
C  4.7253  1.4396  -1.4989
C  3.3964  -5.5244  -0.0754
C  5.9703  0.8526  -1.5338
C  2.5884  -3.2672  -0.2680
C  6.1676  -0.4410  -1.0478
C  -3.3044  -2.5420  0.1202
C  -1.0710  -2.8935  3.1304
C  -0.6650  -0.4311  4.2951
C  -0.3410  -1.6318  -3.8112
C  3.8281  -0.5333  -0.4787
C  -1.4186  -2.7257  4.4646
C  -0.2905  -0.5714  2.9378
C  2.0759  -3.5672  -1.5302
C  -2.2568  -1.6592  -0.5350
C  3.8990  -0.5148  2.5945
C  -0.5272  -1.8584  2.3947
C  -1.8073  -3.5473  -3.7470
H  2.7511  2.2467  1.5180
H  -1.4619  -1.2916  6.0637
H  2.2182  3.7925  2.1670
H  1.8308  -5.0584  -3.0423
H  6.8035  1.4066  -1.9507
H  -3.4420  -2.1816  1.1364
H  -2.2099  -4.4350  -4.2159
H  0.3092  2.3457  4.9558
H  -4.2512  -2.4943  -0.4204
H  -0.4889  -3.0473  -5.3815
H  -1.8480  -3.5359  5.0393
H  4.9989  0.2898  4.2418
H  4.3277  0.1812  1.8855
H  4.0081  -1.2601  5.8957
H  1.5440  -2.8084  -2.0978
H  1.6734  -3.0581  2.8107
H  3.6434  -4.0303  1.4429
H  -1.2489  2.7816  4.2410
H  -1.2198  -3.8527  2.6443
H  2.6943  2.4984  3.2743
H  3.9100  -6.2880  0.4963
H  -2.9725  -3.7591  -1.9960
H  0.1352  3.8709  4.1043
H  -2.9906  -3.5856  0.1431
H  3.0146  -6.8115  -1.7456
H  -0.2678  3.9707  0.8961
H  2.3372  -2.9402  5.1543
H  -0.5113  0.5098  4.7959
H  7.1466  -0.9011  -1.0764
H  -0.7982  2.4553  0.2016
H  0.4021  -1.0179  -4.3048
H  5.2211  -2.1267  -0.1318
H  4.5825  2.4395  -1.8887
H  -1.6746  3.1219  1.5593
H  -0.2719  -2.0433  1.3584

expectation value of S²	2.009
energy above the lowest of the compared OMol25 structures with the same formula, charge and spin	0.0	kcal/mol
net charge	-1
frontier orbital gap (alpha / beta)	6.8555 / 5.9246	eV
spin multiplicity	3

Computed, not measured: a structure of composition C35H35BrIrN5O4Si, with ωB97M-V with the def2-TZVPD basis set.

CARTESIAN COORDINATES (ANGSTROEM)
Ir  0.2384  -0.7828  0.2230
Br  3.3339  -0.5731  1.5919
Si  -0.5373  0.6415  2.0368
O  1.8095  -1.0936  -1.2608
O  0.9482  7.0831  -0.2746
O  -2.5174  -2.1141  -2.6548
O  -1.8181  -1.6412  -0.3002
N  -0.7112  -3.4733  0.6277
N  1.4617  4.0886  -4.8215
N  -0.1229  0.7331  -1.1838
N  2.0703  2.9814  -4.8658
N  -0.0226  -2.5806  1.3579
C  -2.6559  -3.3967  -2.3238
C  -2.4522  -3.8708  -1.0131
C  2.1533  5.5996  -1.5913
C  0.1806  6.6165  -2.5536
C  -2.4448  0.4208  2.1723
C  2.2796  -2.3167  3.5465
C  -1.2258  1.4617  -1.3054
C  0.2384  -3.7222  4.0217
C  -0.1599  7.9109  0.0007
C  2.8662  0.9040  -4.0814
C  0.2110  0.2284  3.7571
C  0.3717  5.8887  -3.7044
C  1.2814  -2.4673  1.2136
C  1.4031  4.9331  -3.7852
C  2.8479  -0.1056  -3.1586
C  0.0127  2.4421  1.6229
C  2.2839  -4.0672  5.2355
C  0.8374  0.8299  -2.1491
C  0.7649  1.8118  -3.1718
C  1.0536  6.4677  -1.4665
C  -3.0359  -6.0954  -1.7226
C  1.7022  -5.1172  5.9173
C  1.8914  1.9320  -4.0802
C  -3.2068  -5.6390  -3.0255
C  -0.3398  -4.7695  4.7131
C  -3.0207  -4.3106  -3.3246
C  -1.4262  2.3462  -2.3500
C  -1.9789  -2.9329  0.0862
C  1.5698  -3.3712  4.2536
C  0.3910  -5.4795  5.6516
C  2.3284  4.8453  -2.7131
C  -0.4083  2.5523  -3.2703
C  1.8597  -0.1619  -2.1446
C  2.1466  -1.9398  2.2706
C  -2.6594  -5.2102  -0.7266
H  -0.1720  3.0574  2.4968
H  3.6051  -0.8756  -3.1626
H  -2.3626  2.8681  -2.4375
H  -2.6752  -0.4352  2.7996
H  3.3078  -3.7864  5.4425
H  -1.9911  1.3198  -0.5614
H  -3.1850  -7.1346  -1.4849
H  -0.6496  7.3032  -2.4999
H  3.1536  4.1534  -2.7927
H  1.7989  -3.0813  0.4619
H  -0.2122  8.7575  -0.6883
H  -0.3540  -3.1620  3.3157
H  3.0774  -1.8574  4.1161
H  -0.5561  3.2336  -4.0930
H  -2.5078  -5.5614  0.2832
H  -0.3020  6.0048  -4.5399
H  0.0572  -0.8036  4.0536
H  -0.2836  0.8618  4.4886
H  -2.7068  -2.9849  0.9257
H  -0.0630  -6.3013  6.1847
H  1.2742  0.4384  3.8062
H  -3.1577  -3.9259  -4.3231
H  -0.1606  -3.9890  -0.0657
H  1.0732  2.5019  1.3970
H  -1.3689  -5.0314  4.5172
H  -3.5000  -6.3289  -3.8007
H  -0.5265  2.8785  0.7903
H  2.8432  5.5367  -0.7659
H  -0.0081  8.2787  1.0140
H  2.2728  -5.6538  6.6597
H  -2.2657  -1.6269  -1.8165
H  -1.0940  7.3433  -0.0371
H  -2.9291  0.2553  1.2158
H  3.6599  0.9655  -4.8102
H  -2.8873  1.2989  2.6321

expectation value of S²	8.897
energy above the lowest of the compared OMol25 structures with the same formula, charge and spin	13.6	kcal/mol
net charge	+1
frontier orbital gap (alpha / beta)	5.4974 / 3.1605	eV
spin multiplicity	6

Computed, not measured: a structure of composition C35H36BiN8S4, with ωB97M-V with the def2-TZVPD basis set.

CARTESIAN COORDINATES (ANGSTROEM)
Bi  -0.7565  -0.0411  -0.2480
S  -2.5616  1.7967  -0.0541
S  -1.4917  -0.5792  2.1149
S  -4.7440  -0.1009  -3.7026
S  1.3672  0.1179  -5.3362
N  0.1379  0.3705  -3.1254
N  -2.5803  -0.4533  -2.4180
N  0.7952  1.7970  0.7522
N  -5.2127  3.0326  2.1301
N  -1.5438  -4.5601  -1.4821
N  -4.0187  0.1456  4.6428
N  1.5196  -0.8213  1.0062
N  -1.4013  -2.6102  -0.4931
C  -1.6200  -4.8095  -0.1309
C  -0.0565  5.1845  -0.4502
C  -1.5241  -3.5956  0.4701
C  -3.8751  -0.5227  -2.2772
C  1.9698  1.5183  1.1614
C  2.1520  -4.3911  0.2680
C  3.8340  -0.2364  1.5472
C  -0.3218  -0.1397  -5.3257
C  1.7358  -2.7393  2.4852
C  2.4008  0.0672  1.2172
C  -0.8131  0.0572  -4.0745
C  2.9540  2.5390  1.6554
C  1.8808  -4.1148  2.6331
C  -3.4974  0.3309  3.6338
C  -0.6526  5.7319  0.6766
C  1.7831  -2.2125  1.1888
C  1.0845  3.2861  -1.6539
C  1.3279  0.4435  -3.6414
C  0.4435  3.8907  -0.4316
C  2.5631  0.8096  -2.8815
C  2.1314  -2.4367  -1.3108
C  2.0866  -4.9397  1.5383
C  -0.7527  4.9815  1.8347
C  -4.3304  2.3372  1.8810
C  -4.5890  -0.9427  -1.0345
C  -1.4110  -3.2312  -1.6558
C  -3.2758  0.2052  -4.5165
C  -0.2620  3.6808  1.8958
C  -2.2277  -0.0522  -3.6944
C  1.5598  -1.8597  3.6975
C  -2.8310  0.5155  2.3768
C  -3.2306  1.4831  1.5237
C  1.9944  -3.0251  0.0716
C  0.3392  3.1591  0.7526
C  -0.3899  2.8911  3.1749
H  2.2042  -6.0074  1.6771
H  0.0177  5.7671  -1.3618
H  2.8569  1.8357  -3.1078
H  3.2122  2.3376  2.6977
H  -1.7311  -5.8013  0.2724
H  3.8796  2.4838  1.0789
H  -5.3450  -1.6943  -1.2643
H  3.3962  0.1584  -3.1456
H  -1.5907  -5.2489  -2.2128
H  -1.2315  5.4010  2.7122
H  0.8480  -1.0523  3.5215
H  2.5129  -1.4119  3.9953
H  4.0826  0.0895  2.5595
H  -0.2139  1.8262  3.0256
H  3.1615  -2.1115  -1.4881
H  -3.8840  -1.3580  -0.3150
H  2.3276  -5.0295  -0.5912
H  2.5478  3.5419  1.5813
H  -1.3401  -2.7563  -2.6216
H  4.5002  0.2922  0.8637
H  1.8888  -3.1793  -2.0713
H  4.0205  -1.3050  1.4718
H  -1.5454  -3.3613  1.5212
H  0.5913  2.3546  -1.9479
H  1.4845  -1.5714  -1.4639
H  2.3699  0.7308  -1.8125
H  1.1994  -2.4464  4.5411
H  0.3222  3.2521  3.9229
H  1.8333  -4.5405  3.6289
H  1.0272  3.9764  -2.4940
H  -1.0415  6.7416  0.6472
H  -1.3879  3.0134  3.5971
H  2.1406  3.0570  -1.4812
H  -5.0964  -0.0910  -0.5793
H  -0.8533  -0.4279  -6.2195
H  -3.2535  0.5770  -5.5290

net charge	+1
frontier orbital gap	7.1757	eV
spin multiplicity	1

Computed, not measured: a structure of composition C35H36BrF3N3O10S2Zr, with ωB97M-V with the def2-TZVPD basis set.

CARTESIAN COORDINATES (ANGSTROEM)
Zr  0.4009  0.5246  0.3682
Br  -6.9673  1.5420  -0.3381
S  1.2104  0.5949  -2.2745
S  -1.5012  1.5443  3.1643
F  0.3380  -0.5895  -4.4564
F  -1.2103  -0.0284  -3.0427
F  -0.2288  1.4973  -4.2388
O  -1.4150  -0.7533  -0.1770
O  0.7233  -1.5721  1.1041
O  1.4462  0.1564  2.1651
O  -1.7113  1.7840  -0.4628
O  0.6154  1.7225  -1.5206
O  1.0761  2.5068  0.9676
O  2.5073  1.1084  0.0939
O  2.4713  0.7561  -2.8853
O  -1.0265  0.9433  1.8389
O  0.9970  -0.5900  -1.3903
N  1.7621  -4.0195  1.8366
N  -4.7075  -3.3857  -0.0601
N  -2.5176  -3.2625  0.3562
C  1.6967  -7.7181  1.8571
C  -0.3858  -4.4553  3.7438
C  3.4417  -1.1624  3.5120
C  2.5444  -1.8743  2.6895
C  -4.1096  -7.0296  0.2750
C  -0.5708  1.9088  5.7016
C  -2.2760  -1.1100  3.5831
C  2.5925  -3.2905  2.6492
C  -5.2383  0.7922  -0.2771
C  2.0518  -6.4140  1.5574
C  -2.0632  -5.7513  0.5841
C  -2.8809  1.0905  -0.3669
C  -2.7275  -6.9595  0.5275
C  0.6766  -7.9587  2.7655
C  -1.7874  3.2123  -0.5756
C  -2.8356  -4.6092  0.3887
C  1.5587  -1.1047  1.9622
C  -3.8127  -1.1277  -0.0614
C  2.2517  2.2474  0.5641
C  -5.0932  -0.5653  -0.1021
C  -1.1177  -7.2031  4.3524
C  -2.7339  -0.2818  -0.2054
C  4.3783  -3.2139  4.2775
C  0.3559  -5.5918  3.0859
C  3.5239  -3.9369  3.4807
C  -3.6919  -2.5881  0.0900
C  -4.8627  -5.8944  0.0674
C  -0.0503  0.3457  -3.6086
C  1.3855  -5.3615  2.1680
C  -4.2085  -4.6624  0.1266
C  -2.7370  0.3388  3.7090
C  4.3537  -1.8128  4.2971
C  -4.1438  1.6451  -0.4091
C  -0.0014  -6.9136  3.3834
C  -0.2030  1.2548  4.3757
H  -1.2698  -1.3921  -0.8955
H  3.5673  -5.0175  3.4770
H  2.8372  -6.1977  0.8440
H  -2.9910  0.6142  4.7324
H  5.0928  -3.7443  4.8943
H  -1.5876  -1.2338  2.7456
H  -5.9471  -1.2200  -0.0057
H  -5.9239  -5.9451  -0.1366
H  -0.9969  -5.7044  0.7630
H  -2.2269  3.4877  -1.5336
H  2.2088  -8.5440  1.3813
H  -4.5853  -8.0006  0.2343
H  -0.1842  -4.4303  4.8184
H  0.3989  -8.9793  3.0025
H  -2.1682  -7.8752  0.6700
H  -1.1365  -8.2596  4.6131
H  -0.6675  2.9899  5.6024
H  -0.0993  -3.4878  3.3315
H  -1.4652  -4.5773  3.6195
H  -2.0896  -6.9429  3.9234
H  -2.3767  3.6202  0.2457
H  -0.0461  0.1793  4.4527
H  -1.4995  1.5175  6.1172
H  -0.7688  3.5771  -0.5179
H  5.0416  -1.2609  4.9224
H  -1.6393  -2.8616  0.6429
H  -3.1389  -1.7493  3.3977
H  0.6855  1.6987  3.9307
H  -1.0054  -6.6296  5.2739
H  3.3902  -0.0824  3.5018
H  -3.5992  0.5540  3.0758
H  -4.2947  2.7046  -0.5494
H  3.0328  3.0090  0.6207
H  -1.7860  -1.4614  4.4901
H  1.1024  -3.4658  1.3144
H  0.2190  1.7053  6.4225

energy above the lowest of the compared OMol25 structures with the same formula, charge and spin	13.2	kcal/mol
net charge	+1
frontier orbital gap	8.1431	eV
spin multiplicity	1

Calculated total energy, -125482.5816 -133250.4850 -97977.5706 -162972.4592 eV (same order as the records).